The ion C3H8N5 with charge +1, computed with ωB97M-V/def2-TZVPD.

Last column: Löwdin charge in e.
Geometry (Å):
C (0.571, -1.643, -0.801)  -0.051
C (-1.097, -0.239, 0.377)  -0.484
C (1.374, 0.583, -0.818)  0.056
N (-2.319, -0.332, 0.689)  0.204
N (-0.671, -1.298, -0.469)  0.143
N (-0.150, 0.572, 0.919)  -0.006
N (1.560, -0.779, -0.875)  0.030
N (-0.456, 1.774, 1.367)  0.072
H (0.765, -2.679, -1.055)  0.168
H (0.615, 1.002, -1.456)  0.099
H (2.206, 1.193, -0.518)  0.097
H (-2.695, 0.360, 1.327)  0.075
H (-1.424, -1.970, -0.581)  0.167
H (2.512, -1.135, -0.921)  0.179
H (0.213, 2.172, 2.010)  0.123
H (-1.004, 2.418, 0.804)  0.128

## Properties
Energy relative to the best compared isomer or geometry (same formula, charge and spin), kJ/mol: 291.8
E_HOMO (spin up / spin down), eV: -12.43 / -12.60
Spin multiplicity: 1
Net charge: +1
Frontier orbital gap (spin up / spin down), eV: 7.60 / 7.71